No. 1
Entry from the OMol25 dataset: C31H89AsF6O13 as an isolated structure at a distorted geometry (ωB97M-V/def2-TZVPD).

2S+1 = 1
net charge = 0

Atoms and positions in Å:
O -6.7795 6.9523 9.2341
H -7.7269 7.0371 9.3640
H -6.2638 7.6481 9.6482
H -6.4934 6.1156 9.6078
As -5.2790 7.3282 5.8453
F -6.9621 7.9189 5.4506
F -5.2950 8.2056 7.4003
F -3.6347 6.7336 6.1538
F -5.2961 6.4210 4.2942
F -4.5591 8.7664 5.0396
F -5.9410 5.9286 6.6745
C -5.3183 8.4705 0.4743
C -6.3112 7.4935 1.1065
O -5.6370 6.3743 1.5801
H -4.8782 8.0446 -0.4274
H -4.5154 8.7365 1.1618
H -5.7896 9.3794 0.1004
H -7.0990 7.2973 0.3792
H -6.7670 7.9319 1.9942
H -5.5168 6.4075 2.5320
C -9.6253 9.5802 9.3622
C -9.3363 8.3931 8.3981
O -9.3552 7.1964 9.1901
H -10.6291 9.5462 9.7857
H -9.5366 10.5658 8.9052
H -8.9429 9.5434 10.2113
H -8.4459 8.5179 7.7819
H -10.1872 8.2434 7.7335
H -10.2056 7.1323 9.6308
C -3.6200 8.1166 11.4826
C -4.3176 8.8930 10.3502
O -5.7064 8.8165 10.5596
H -3.9089 8.6005 12.4156
H -2.5336 8.1274 11.3948
H -3.8852 7.0601 11.5200
H -4.1439 8.5042 9.3468
H -4.0569 9.9505 10.3917
H -6.0528 9.6549 10.2455
C -5.9482 11.7519 2.8799
C -5.0290 12.0674 4.0149
O -4.4704 13.3282 3.7419
H -6.7270 12.5114 2.9491
H -6.4060 10.7668 2.9696
H -5.5014 11.8382 1.8894
H -4.3199 11.2514 4.1539
H -5.6091 12.1817 4.9306
H -5.1348 14.0116 3.8572
C -1.9762 10.3811 6.8692
C -0.9597 9.9094 7.9766
O -0.3582 11.0687 8.5243
H -2.7851 11.0096 7.2417
H -2.4705 9.5403 6.3825
H -1.4962 10.9397 6.0656
H -0.2554 9.2617 7.4546
H -1.4410 9.2921 8.7351
H 0.3498 10.7436 9.0853
C -9.2040 5.6048 3.6882
C -10.1802 5.4580 4.8598
C -9.4762 5.2938 6.1939
O -11.0028 6.5764 4.9442
H -9.7126 6.0921 2.8563
H -8.8483 4.6564 3.2854
H -8.3451 6.2215 3.9527
H -10.8292 4.6020 4.6749
H -10.1616 5.3489 7.0397
H -8.7005 6.0384 6.3724
H -9.0498 4.2968 6.3050
H -10.4286 7.3451 4.9766
C -8.3353 10.9566 5.3662
C -9.4256 10.2335 4.5278
C -9.0698 10.0433 3.1201
O -9.5504 8.9220 4.9371
H -8.1091 11.9314 4.9341
H -7.4488 10.3258 5.4319
H -8.7526 11.1309 6.3579
H -10.3872 10.7465 4.5436
H -9.8841 9.5627 2.5779
H -8.1924 9.4212 2.9427
H -8.8478 11.0312 2.7167
H -8.6629 8.6190 5.1423
C -2.1569 5.6924 8.9050
C -0.9007 5.1912 9.5629
C 0.3308 6.0994 9.3004
O -1.1050 5.0874 10.9699
H -2.0610 5.8661 7.8332
H -2.6311 6.5924 9.2964
H -2.9404 4.9436 9.0212
H -0.6412 4.1842 9.2361
H 0.1713 7.0864 9.7345
H 0.4843 6.3112 8.2422
H 1.3035 5.7503 9.6470
H -0.2485 4.9014 11.3616
C -5.6289 11.7927 7.8548
C -6.0951 12.2269 9.3031
C -6.9103 13.5218 9.1608
O -6.9048 11.2393 9.8138
H -4.8546 12.4242 7.4191
H -6.5136 11.7880 7.2181
H -5.3100 10.7555 7.7513
H -5.2314 12.2715 9.9666
H -6.2764 14.3009 8.7375
H -7.3112 13.8845 10.1073
H -7.8052 13.3189 8.5726
H -7.2316 11.4683 10.6869
C -0.9374 5.6322 4.3224
C -1.9028 5.7031 3.1628
C -2.3017 7.1296 2.7316
O -1.3468 5.0551 2.0894
H 0.0645 5.9829 4.0746
H -0.9659 4.6289 4.7474
H -1.2688 6.2583 5.1508
H -2.7950 5.1416 3.4398
H -2.8654 7.1639 1.7994
H -1.4045 7.7203 2.5468
H -2.8958 7.6014 3.5143
H -1.9896 5.0634 1.3764
C -7.7281 3.7253 9.1538
C -6.4235 3.5064 9.9280
C -5.4279 2.5625 9.1539
O -5.8042 4.7518 10.2086
H -7.5217 4.3057 8.2546
H -8.5433 4.1931 9.7059
H -8.1193 2.7922 8.7484
H -6.6987 2.9895 10.8474
H -4.7459 2.3728 9.9827
H -4.9922 3.1567 8.3506
H -5.9207 1.6537 8.8083
H -5.0889 4.5823 10.8260
C -6.4720 2.9423 5.2072
C -5.1443 2.6008 4.4951
C -3.9268 2.9502 5.3501
O -5.2261 1.2060 4.2189
H -6.4653 4.0054 5.4480
H -6.5994 2.3665 6.1239
H -7.2514 2.6113 4.5209
H -5.1522 3.1104 3.5316
H -3.9814 4.0020 5.6308
H -3.0431 2.6816 4.7713
H -3.9299 2.3381 6.2521
H -5.8896 1.0748 3.5377



No. 2
Entry from the OMol25 dataset: an isolated molecule of C23H24N4O3S2 (ωB97M-V/def2-TZVPD).

2S+1 = 1
net charge = 0
relative energy (zero: lowest compared OMol25 entry of this formula, charge and spin) = 0.258 eV
SMILES = CCOC(=O)c1c(NC(=O)CSc2ncccn2)sc2c1CCN(Cc1ccccc1)C2

Atoms and positions in Å:
C 2.8444 3.4300 2.0288
C 2.3949 3.9560 0.6727
O 1.3873 3.1283 0.0919
C 1.8044 2.0049 -0.5017
O 2.9839 1.6929 -0.5676
C 0.7297 1.1804 -1.0279
C 1.0023 -0.0911 -1.5047
N 2.2462 -0.6611 -1.5579
C 2.3851 -2.0191 -1.5435
O 1.4850 -2.7619 -1.8630
C 3.7715 -2.5191 -1.1876
S 4.6078 -1.5335 0.1042
C 3.2736 -1.2642 1.1921
N 2.1260 -1.8594 0.8955
C 1.0870 -1.5813 1.6601
C 1.1862 -0.7139 2.7383
C 2.4496 -0.1889 2.9853
N 3.4907 -0.4567 2.2200
S -0.4057 -0.9741 -1.9370
C -1.3960 0.4009 -1.5206
C -0.6754 1.4540 -1.0566
C -1.3393 2.7233 -0.6212
C -2.8246 2.7018 -1.0223
N -3.4813 1.4285 -0.7982
C -3.5266 1.0345 0.6025
C -4.5079 -0.0902 0.7992
C -5.7847 0.0083 0.2592
C -6.6989 -1.0144 0.4298
C -6.3490 -2.1474 1.1465
C -5.0795 -2.2535 1.6863
C -4.1630 -1.2307 1.5098
C -2.8886 0.4009 -1.6371
H 3.3328 2.4653 1.9115
H 3.5489 4.1276 2.4723
H 1.9883 3.3190 2.6909
H 1.9273 4.9385 0.7649
H 3.2489 4.0100 -0.0103
H 2.9948 -0.0281 -1.2540
H 3.6920 -3.5550 -0.8596
H 4.4264 -2.4637 -2.0582
H 0.1636 -2.0734 1.3837
H 0.3380 -0.4721 3.3559
H 2.6423 0.4733 3.8195
H -1.2354 2.8306 0.4622
H -0.8426 3.5816 -1.0755
H -2.9126 2.9187 -2.0903
H -3.3702 3.4729 -0.4727
H -3.8643 1.9050 1.1752
H -2.5393 0.7337 0.9894
H -6.0440 0.8917 -0.3038
H -7.6882 -0.9291 0.0047
H -7.0633 -2.9461 1.2816
H -4.7995 -3.1363 2.2424
H -3.1700 -1.3207 1.9288
H -3.1837 0.5976 -2.6755
H -3.3001 -0.5711 -1.3557



No. 3
Entry from the OMol25 dataset: a 2-piece molecular cluster, CH4N3O3 overall at a distorted geometry (ωB97M-V/def2-TZVPD).

2S+1 = 1
net charge = -1
relative energy (zero: lowest compared OMol25 entry of this formula, charge and spin) = 0.427 eV

Atoms and positions in Å:
C -1.0039 -0.0746 -1.2193
N 0.5026 0.4709 1.5461
N 1.3156 0.0025 0.4139
N 1.7096 -1.0864 0.3720
O -1.7148 -0.7365 -0.4525
O -0.7629 1.1439 -1.2706
O -0.2711 -0.8417 -2.1673
H -0.1255 1.3456 1.5006
H 0.0238 -0.3363 1.8443
H 1.7401 0.7686 -0.2298
H -0.4933 -1.8408 -2.1226



no.,Kohn-Sham gap (Ha),LUMO level (eV)
1,0.336,-0.07
2,0.311,0.46
3,0.321,4.36